Below is an isolated molecule of C4H8N2S, with properties calculated with ωB97M-V/def2-TZVPD.

F_max in eV/A: 6.0
LUMO level in eV: 0.6
E in eV: -18089.300
ΔE to the lowest compared entry with this formula, charge and spin in kJ/mol: 428.6
E_HOMO in eV: -8.12

```
! wB97M-V def2-TZVPD RIJCOSX def2/J DEFGRID3
* xyz 0 1
C -2.867 0.407 1.367
C -1.761 0.799 0.715
N -0.617 0.186 0.597
C -0.470 -1.317 0.842
C 0.515 0.979 0.260
N 1.419 0.743 -0.603
S 1.873 -0.607 -1.506
H -3.636 1.027 1.499
H -3.141 -0.683 1.674
H -1.509 1.738 0.329
H -1.477 -1.723 0.294
H 0.639 -1.597 0.262
H -0.232 -1.647 1.920
H 0.665 1.866 0.834
H 0.609 -0.978 -1.774
*
```



Below is a structure of composition C26H37InN8O5P, with properties calculated with ωB97M-V/def2-TZVPD.

F_max in eV/A: 3.6
LUMO level in eV: -4.5
E in eV: -64179.865
ΔE to the lowest compared entry with this formula, charge and spin in kJ/mol: 71.0
E_HOMO in eV: -10.02

```
! wB97M-V def2-TZVPD RIJCOSX def2/J DEFGRID3
* xyz 1 1
In -1.854 0.748 0.186
O -3.969 -4.162 0.655
C -2.954 -4.501 -0.119
C -2.464 -5.801 -0.206
C -1.486 -6.159 -1.112
C -0.987 -5.218 -1.988
C -1.335 -3.883 -1.900
C -2.297 -3.485 -0.935
C -2.483 -2.036 -0.671
O -1.714 -1.114 -1.136
N -3.483 -1.846 0.176
N -3.625 -0.532 0.575
C -4.831 0.001 0.642
C -4.885 1.435 0.434
C -6.028 2.214 0.680
C -5.929 3.582 0.543
C -4.790 4.150 -0.084
C -3.679 3.318 -0.304
N -3.716 1.993 -0.022
H -3.920 -2.968 0.632
H -2.832 -6.584 0.430
H -1.159 -7.209 -1.165
H -0.301 -5.539 -2.763
H -0.882 -3.101 -2.516
H -5.715 -0.615 0.778
H -6.912 1.719 1.118
H -6.693 4.234 0.887
H -4.739 5.215 -0.307
H -2.776 3.704 -0.701
N -1.646 0.821 2.393
N -1.610 2.224 2.689
C -1.031 3.124 1.753
O -0.703 4.282 2.115
O -0.980 2.705 0.493
H -2.377 0.458 3.029
H -0.774 0.366 2.682
H -1.398 2.416 3.685
O 0.333 0.161 0.369
P 1.798 0.280 0.021
N 2.576 1.284 1.146
C 3.381 2.458 0.793
C 3.357 3.381 2.034
C 2.771 2.559 3.186
C 2.522 1.146 2.617
N 2.042 0.932 -1.516
C 1.063 1.814 -2.132
C 1.764 2.387 -3.405
C 2.794 1.318 -3.833
C 2.875 0.323 -2.630
N 2.475 -1.227 0.147
C 3.884 -1.509 0.427
C 4.155 -2.887 -0.182
C 2.784 -3.580 -0.261
C 1.694 -2.451 -0.073
H 2.968 2.942 -0.107
H 4.399 2.182 0.529
H 2.741 4.250 1.864
H 4.350 3.783 2.320
H 1.843 2.987 3.589
H 3.407 2.451 4.046
H 1.542 0.739 2.942
H 3.293 0.448 2.941
H 0.709 2.609 -1.435
H 0.165 1.240 -2.451
H 2.257 3.328 -3.193
H 1.072 2.585 -4.195
H 3.746 1.706 -4.129
H 2.413 0.827 -4.756
H 3.927 0.141 -2.298
H 2.438 -0.634 -2.937
H 4.094 -1.495 1.510
H 4.509 -0.676 0.013
H 4.865 -3.481 0.438
H 4.634 -2.786 -1.155
H 2.646 -4.329 0.509
H 2.619 -4.087 -1.220
H 1.018 -2.731 0.757
H 1.036 -2.346 -0.931
*
```



Below is an isolated molecule of C23H15F2N5O2, with properties calculated with ωB97M-V/def2-TZVPD.

F_max in eV/A: 4.1
LUMO level in eV: 0.5
E in eV: -41073.963
E_HOMO in eV: -8.10

```
! wB97M-V def2-TZVPD RIJCOSX def2/J DEFGRID3
* xyz 0 1
C -1.041 4.585 3.741
O 0.137 3.944 4.233
C 0.780 3.030 3.395
C 2.181 2.986 3.402
C 2.867 2.115 2.594
F 4.218 2.092 2.618
C 2.177 1.177 1.792
C 0.761 1.190 1.778
C 0.099 2.125 2.601
C -0.036 0.318 0.815
N -1.072 -0.583 1.457
C -2.247 -0.211 1.029
N -3.399 -0.913 1.364
N -2.179 0.907 0.276
C -3.040 1.822 -0.296
C -2.159 2.736 -0.844
N -0.799 2.385 -0.573
C -0.895 1.247 0.081
C 0.875 -0.546 -0.078
C 0.367 -1.361 -1.059
C 1.153 -2.269 -1.787
C 0.525 -3.162 -2.796
C 1.127 -3.339 -4.061
C 0.524 -4.094 -5.020
C -0.723 -4.714 -4.729
N -1.283 -4.632 -3.529
C -0.682 -3.864 -2.566
F -1.287 -3.766 -1.354
C 2.537 -2.281 -1.590
C 3.081 -1.406 -0.625
C 2.255 -0.542 0.125
O 2.924 0.345 0.971
H -0.933 4.927 2.714
H -1.289 5.401 4.417
H -1.853 3.896 3.808
H 2.722 3.710 3.971
H -0.973 2.093 2.624
H -3.234 -1.808 1.794
H -4.197 -0.793 0.734
H -4.086 1.795 -0.284
H -2.434 3.592 -1.408
H -0.694 -1.327 -1.330
H 2.106 -2.922 -4.248
H 1.007 -4.247 -5.963
H -1.206 -5.350 -5.462
H 3.162 -2.937 -2.205
H 4.155 -1.351 -0.523
*
```



Below is the ion C3H6IN2O with charge +1, with properties calculated with ωB97M-V/def2-TZVPD.

F_max in eV/A: 4.3
LUMO level (alpha / beta) in eV: -4.9 / -4.9
E in eV: -16325.282
ΔE to the lowest compared entry with this formula, charge and spin in kJ/mol: 427.4
E_HOMO (alpha / beta) in eV: -13.83 / -13.83

```
! wB97M-V def2-TZVPD RIJCOSX def2/J DEFGRID3
* xyz 1 1
C 1.045 0.357 0.876
N 0.287 -0.376 -0.106
C -0.816 0.172 -0.584
N -1.730 -0.649 -1.026
O -1.393 -1.931 -1.145
C 0.387 -1.797 -0.207
I 0.701 -2.928 1.466
H 1.179 1.384 0.312
H 0.717 0.727 1.914
H 2.042 -0.124 0.862
H -0.858 1.241 -0.373
H -2.727 -0.336 -0.988
H 0.597 -2.204 -1.281
*
```



Below is a structure of composition C20H43O13S, with properties calculated with ωB97M-V/def2-TZVPD.

F_max in eV/A: 2.5
LUMO level in eV: 1.9
E in eV: -58884.921
E_HOMO in eV: -5.02

```
! wB97M-V def2-TZVPD RIJCOSX def2/J DEFGRID3
* xyz -1 1
C 1.345 -0.519 1.667
C 1.684 -0.264 0.554
C 2.274 0.004 -0.757
C 2.008 -1.275 -1.561
C 0.539 -1.710 -1.663
C -0.419 -0.724 -2.340
C -1.201 0.167 -1.337
O 1.745 1.213 -1.390
S 2.720 1.433 -2.651
O 2.978 2.814 -2.892
O 2.270 0.738 -3.810
O 4.039 0.806 -1.993
C 3.740 0.390 -0.604
C 3.983 1.716 0.140
O 3.603 1.654 1.510
O 2.515 2.544 1.717
C 4.704 -0.681 0.000
O 5.558 -0.250 0.800
O 4.557 -1.880 -0.385
H 0.977 -0.930 2.575
H 2.430 -1.258 -2.560
H 2.541 -2.058 -1.031
H 0.140 -2.053 -0.712
H 0.553 -2.599 -2.295
H 0.089 -0.043 -3.013
H -1.172 -1.266 -2.910
H -1.083 1.217 -1.595
H -0.816 0.063 -0.325
H -2.265 -0.060 -1.329
H 3.426 2.529 -0.314
H 5.031 1.973 0.052
H 1.718 1.996 1.774
C -4.046 -2.006 -5.994
C -2.787 -2.814 -5.738
O -2.833 -3.444 -4.461
H -4.174 -1.247 -5.221
H -4.005 -1.512 -6.968
H -4.928 -2.651 -5.968
H -1.911 -2.167 -5.744
H -2.659 -3.579 -6.510
H -3.598 -4.027 -4.449
C -1.987 -0.498 5.845
C -1.818 -0.434 4.338
O -0.866 -1.393 3.882
H -1.034 -0.320 6.342
H -2.705 0.246 6.191
H -2.334 -1.488 6.153
H -1.451 0.546 4.037
H -2.774 -0.614 3.836
H -1.185 -2.265 4.131
C 2.368 6.125 4.710
C 2.463 6.369 3.213
O 3.467 5.565 2.617
H 3.326 6.332 5.188
H 1.603 6.757 5.165
H 2.123 5.080 4.913
H 2.727 7.408 3.013
H 1.501 6.159 2.731
H 3.234 4.641 2.776
C 1.095 0.525 9.879
C 0.891 1.347 8.619
O -0.477 1.720 8.455
H 0.478 -0.374 9.849
H 2.139 0.232 9.991
H 0.797 1.095 10.763
H 1.170 0.771 7.738
H 1.508 2.251 8.648
H -0.732 2.241 9.221
C -5.352 -3.640 -9.714
C -4.108 -4.467 -9.448
O -4.176 -5.116 -8.181
H -5.483 -2.891 -8.933
H -5.288 -3.133 -10.679
H -6.243 -4.272 -9.713
H -3.223 -3.832 -9.430
H -3.974 -5.221 -10.230
H -4.947 -5.691 -8.185
*
```



Below is a cluster of 2 separate species, CH4N2S in total, with properties calculated with ωB97M-V/def2-TZVPD.

F_max in eV/A: 1.8
LUMO level (alpha / beta) in eV: -0.5 / 0.0
E in eV: -14910.801
ΔE to the lowest compared entry with this formula, charge and spin in kJ/mol: 656.4
E_HOMO (alpha / beta) in eV: -8.98 / -8.64

```
! wB97M-V def2-TZVPD RIJCOSX def2/J DEFGRID3
* xyz 0 1
C 0.318 -0.848 -0.525
N -0.881 -0.227 -0.092
N 0.277 0.428 0.106
S 0.922 0.794 1.669
H 0.633 -1.721 0.044
H 0.612 -0.846 -1.569
H -1.792 0.796 -1.600
H -0.088 1.623 1.968
*
```